Entry 1:
C6H33NO9 | wB97M-V/def2-TZVPD

## Properties
Multiplicity: 1
Total energy in eV: -26674.3884
HOMO level in eV: -9.5
Relative energy (zero: lowest compared OMol25 entry of this formula, charge and spin) in eV: 2.771

CARTESIAN COORDINATES (ANGSTROEM)
C 1.27851 -3.18512 0.04724
C 1.56489 -2.74260 1.46614
C 0.91204 -1.43817 2.00107
C -0.48979 -1.07623 1.40732
C -0.33966 -0.04265 0.30307
C -1.66072 0.67864 -0.00561
N -1.91318 1.78164 0.90139
H 2.17829 -3.63204 -0.37269
H 0.96636 -2.38281 -0.61869
H 0.56142 -3.99867 -0.08447
H 2.64783 -2.62547 1.56001
H 1.40348 -3.51026 2.22136
H 1.55826 -0.57895 1.82886
H 0.92734 -1.60277 3.08167
H -0.72667 -2.05409 0.98034
H -1.27321 -0.94933 2.14954
H 0.11042 -0.45281 -0.60709
H 0.43140 0.67410 0.59881
H -1.76642 0.88037 -1.07297
H -2.35272 -0.13593 0.19876
H -1.11567 2.39753 0.96000
H -2.77646 2.25713 0.69393
H -1.93164 -4.05009 2.37415
H -0.38603 -3.96720 2.73092
O -1.25358 -3.58622 2.86611
H 1.68705 1.28141 -2.74860
H 2.46234 0.81466 -3.92013
O 1.58050 0.71238 -3.54008
H 2.62489 2.06464 -0.64985
H 1.13457 1.67191 -0.44876
O 1.75549 2.09747 -1.05615
H 1.64906 1.28592 2.90839
H 0.85026 2.39753 2.41226
O 1.58233 1.81275 2.10007
H -1.84103 -0.59347 -2.69162
H -2.54047 0.02519 -3.88436
O -2.71197 -0.32125 -3.00169
H 0.94946 4.78405 -0.81641
H 2.36664 4.52784 -0.21092
O 1.87993 5.00108 -0.88681
H -2.67424 -2.43563 -1.73028
H -2.34180 -3.76374 -2.37278
O -2.25573 -3.28108 -1.54560
H -1.00321 1.35403 -3.58860
H 0.05227 1.08425 -4.57656
O -0.90497 1.24853 -4.54288
H -0.78638 3.26629 3.30266
H -0.09304 4.52185 2.63760
O 0.02355 3.78538 3.24191

Atoms 1-3, force components in eV/Å:
C 0.1 -0.8 -0.6
C 0.5 0.6 0.5
C -0.1 0.1 0.2

Löwdin atomic charge list, values in e, 5 entries: -0.102 -0.255 -0.193 -0.190 -0.215

---

Entry 2:
C4H5NO | wB97M-V/def2-TZVPD

## Properties
Multiplicity: 1
Total energy in eV: -7763.1467
HOMO level in eV: -8.5
Relative energy (zero: lowest compared OMol25 entry of this formula, charge and spin) in eV: 3.380

CARTESIAN COORDINATES (ANGSTROEM)
C 1.62312 -0.54159 -1.38022
N 0.66757 0.23342 -1.08747
C 0.29991 0.26666 1.53682
O 1.44128 0.17463 1.78837
C -0.96507 0.57167 1.43229
C -2.15395 0.21311 0.98310
H 2.07428 -0.66546 -2.37342
H -2.33881 -0.74800 0.50142
H 2.05352 -1.13693 -0.57310
H 0.31323 0.75770 -1.88689
H -3.01508 0.87479 1.05911

Atoms 1-3, force components in eV/Å:
C -0.1 0.1 0.1
N 0.2 -0.1 -0.3
C 0.5 -0.1 0.3

Löwdin atomic charge list, values in e, 5 entries: -0.103 0.037 -0.260 0.127 -0.102

---

Entry 3:
C4H9NO | wB97M-V/def2-TZVPD

## Properties
Multiplicity: 1
Total energy in eV: -7828.3406
HOMO level in eV: -9.3
Relative energy (zero: lowest compared OMol25 entry of this formula, charge and spin) in eV: 3.979

CARTESIAN COORDINATES (ANGSTROEM)
C 0.56201 -0.00857 -1.07499
C -0.62256 -0.17978 -0.10494
C -1.13127 0.94308 0.65559
C -1.22485 -1.36538 -0.03360
N 1.63680 0.52537 -0.25539
O 1.98498 -0.39669 0.78174
H 0.94135 -0.85127 -1.69086
H 0.50207 0.77371 -1.83910
H -1.50692 1.79220 0.01201
H -0.22442 1.28298 1.14139
H -1.95868 0.75108 1.37304
H 1.53728 -0.17997 1.59558
H -0.81101 -2.37626 -0.30275
H -2.06479 -1.26253 0.66884
H 2.37999 0.55204 -0.92657

Atoms 1-3, force components in eV/Å:
C 0.3 0.4 0.9
C -0.2 -2.5 -3.5
C -0.6 2.3 -0.1

Löwdin atomic charge list, values in e, 5 entries: -0.183 -0.407 -0.085 0.038 -0.121